(1)
Entry from OMol25: a structure of composition C45H63IrN7O5S2 (ωB97M-V/def2-TZVPD).

Geometry as ORCA input:
```
! RIJCOSX wB97M-V def2-TZVPD def2/J DEFGRID3
* xyz 1 1
Ir 0.423 -0.350 -0.048
C -3.496 2.371 -0.911
C -2.166 2.541 -0.178
C -1.761 4.021 -0.147
C -2.153 1.987 1.226
C -3.283 2.115 2.027
C -3.266 1.745 3.363
C -2.102 1.236 3.911
C -0.955 1.066 3.139
C 0.268 0.437 3.767
C -0.024 -0.981 4.257
C 0.844 1.302 4.887
C -0.996 1.449 1.795
N 0.200 1.229 1.017
C 1.260 2.061 1.169
C 2.424 1.529 0.668
N 2.242 0.273 0.175
C 3.475 -0.507 0.058
C 3.920 -1.109 -1.130
C 5.195 -1.669 -1.153
C 6.019 -1.676 -0.044
C 5.534 -1.163 1.140
C 4.266 -0.594 1.222
C 3.802 -0.166 2.602
C 3.775 -1.369 3.552
C 4.656 0.958 3.188
C 3.089 -1.306 -2.376
C 2.026 -2.369 -2.099
C 2.606 0.000 -2.987
H -3.354 2.561 -1.976
H -4.249 3.077 -0.559
H -3.905 1.365 -0.799
H -1.418 1.995 -0.747
H -2.478 4.599 0.438
H -1.751 4.432 -1.157
H -0.775 4.164 0.297
H -4.185 2.536 1.604
H -4.149 1.872 3.975
H -2.078 0.958 4.957
H 1.019 0.352 2.986
H -0.720 -0.979 5.094
H 0.892 -1.464 4.598
H -0.448 -1.592 3.457
H 0.116 1.453 5.685
H 1.145 2.285 4.523
H 1.719 0.821 5.328
H 1.157 3.004 1.684
H 3.401 1.978 0.727
H 5.539 -2.120 -2.075
H 7.013 -2.100 -0.100
H 6.145 -1.205 2.032
H 2.781 0.191 2.509
H 4.779 -1.744 3.754
H 3.190 -2.194 3.141
H 3.336 -1.083 4.510
H 5.695 0.644 3.292
H 4.297 1.234 4.181
H 4.642 1.850 2.563
H 3.756 -1.764 -3.112
H 1.292 -2.044 -1.347
H 2.493 -3.275 -1.714
H 1.455 -2.620 -2.995
H 2.004 0.563 -2.282
H 2.016 -0.182 -3.889
H 3.464 0.617 -3.258
C -3.775 -1.970 5.420
C -4.015 -2.111 3.926
S -4.344 -3.819 3.551
O -3.148 -4.584 3.799
O -5.585 -4.164 4.185
C -4.653 -3.863 1.777
C -3.523 -4.437 0.939
N -2.262 -3.685 0.959
C -2.085 -2.442 0.457
N -0.840 -2.023 0.662
C -0.207 -2.992 1.398
C -1.074 -4.017 1.581
N -0.754 -5.289 2.182
O -1.413 -6.257 1.866
O 0.202 -5.287 2.923
C -3.164 -1.644 -0.179
H -3.608 -0.920 5.653
H -2.905 -2.543 5.734
H -4.643 -2.312 5.981
H -3.154 -1.794 3.331
H -4.898 -1.553 3.612
H -4.974 -2.869 1.465
H -5.512 -4.527 1.683
H -3.845 -4.496 -0.101
H -3.284 -5.440 1.272
H 0.816 -2.911 1.717
H -3.963 -2.273 -0.562
H -2.760 -1.057 -0.999
H -3.584 -0.941 0.546
C 0.660 -0.060 -6.593
C -0.332 -0.758 -5.673
C -1.337 0.207 -5.056
N -0.691 1.227 -4.224
C -0.335 1.074 -2.962
S -0.767 -0.372 -2.139
N 0.359 2.039 -2.305
C 1.167 3.113 -2.750
O 2.025 3.504 -2.006
C 0.936 3.738 -4.084
C -0.281 4.335 -4.410
C -0.433 4.956 -5.640
C 0.620 4.969 -6.544
C 1.835 4.383 -6.214
C 2.002 3.778 -4.978
H 1.380 -0.766 -7.005
H 1.229 0.708 -6.062
H 0.152 0.422 -7.430
H 0.190 -1.285 -4.871
H -0.896 -1.512 -6.226
H -2.083 -0.310 -4.454
H -1.862 0.755 -5.840
H -0.462 2.104 -4.672
H 0.585 1.768 -1.345
H -1.098 4.325 -3.698
H -1.369 5.436 -5.889
H 0.498 5.449 -7.505
H 2.656 4.406 -6.916
H 2.950 3.339 -4.698
*
```

HOMO-LUMO gap ... 0.266 Eh
E_HOMO ... -0.3684 Ha
E ... -92858.5501 eV
Energy above the lowest of the compared OMol25 structures with the same formula, charge and spin ... 10.5 kcal per mole

***

(2)
Entry from OMol25: a structure of composition C45H64As2KN4O5PS2 at a distorted geometry (ωB97M-V/def2-TZVPD).

Geometry as ORCA input:
```
! RIJCOSX wB97M-V def2-TZVPD def2/J DEFGRID3
* xyz -2 1
K -0.019 -0.613 2.572
C 1.497 -0.655 -1.549
C 2.083 -2.019 -1.259
As 2.520 -2.501 0.616
C 3.157 -4.316 0.112
C 2.670 -5.393 0.812
C 3.089 -6.690 0.518
C 4.028 -6.896 -0.490
C 4.532 -5.818 -1.188
C 4.089 -4.534 -0.895
C 4.319 -1.654 0.677
C 4.423 -0.284 0.561
C 5.651 0.371 0.604
C 6.806 -0.359 0.826
C 6.724 -1.732 0.970
C 5.498 -2.373 0.877
As 2.826 0.714 -2.090
C 1.789 1.840 -3.334
C 1.450 3.119 -2.904
C 0.868 4.032 -3.780
C 0.596 3.674 -5.096
C 0.880 2.393 -5.515
C 1.474 1.485 -4.645
C 3.663 -0.397 -3.496
C 5.000 -0.149 -3.741
C 5.698 -0.869 -4.712
C 5.051 -1.863 -5.422
C 3.713 -2.135 -5.178
C 3.036 -1.413 -4.219
H 0.975 -0.232 -0.686
H 0.742 -0.700 -2.341
H 2.969 -2.219 -1.859
H 1.341 -2.782 -1.533
H 1.947 -5.240 1.599
H 2.711 -7.513 1.101
H 4.366 -7.896 -0.720
H 5.275 -5.970 -1.968
H 4.515 -3.702 -1.445
H 3.516 0.301 0.481
H 5.693 1.449 0.493
H 7.759 0.155 0.880
H 7.617 -2.320 1.149
H 5.474 -3.447 1.011
H 1.654 3.389 -1.870
H 0.616 5.026 -3.421
H 0.114 4.379 -5.759
H 0.648 2.081 -6.528
H 1.715 0.497 -5.031
H 5.518 0.624 -3.181
H 6.734 -0.628 -4.930
H 5.597 -2.447 -6.170
H 3.221 -2.931 -5.722
H 1.995 -1.640 -4.006
O 1.462 2.075 0.116
H 0.537 1.865 0.538
H 2.082 1.895 0.847
O -2.117 -0.896 -1.306
H -1.262 -0.676 -0.901
H -2.672 -0.194 -0.948
C 3.330 0.115 5.037
O 2.699 0.429 3.808
C 2.672 -0.650 2.861
O 3.048 -1.709 3.320
H 3.389 1.026 5.625
H 4.337 -0.271 4.866
H 2.787 -0.652 5.587
N -0.884 1.315 1.053
P -2.335 1.702 0.938
N -2.921 2.988 1.944
C -3.027 2.646 3.346
C -3.478 3.902 4.112
C -4.169 4.905 3.174
C -3.149 5.370 2.127
C -2.204 4.209 1.744
N -3.467 0.487 1.334
C -3.036 -0.833 1.830
C -4.036 -1.909 1.434
C -5.452 -1.624 1.960
C -5.669 -0.132 2.142
C -4.881 0.704 1.153
N -2.668 2.270 -0.611
C -3.892 2.920 -0.989
C -3.631 3.938 -2.069
C -3.062 3.277 -3.324
C -2.162 2.077 -2.981
C -1.572 2.254 -1.590
H -2.075 2.245 3.744
H -3.778 1.861 3.419
H -2.603 4.417 4.529
H -4.102 3.637 4.971
H -4.535 5.776 3.730
H -5.016 4.444 2.663
H -2.553 6.189 2.537
H -3.660 5.756 1.237
H -1.280 4.251 2.342
H -1.897 4.264 0.695
H -2.952 -0.836 2.931
H -2.063 -1.046 1.378
H -3.684 -2.884 1.790
H -4.076 -1.943 0.340
H -5.605 -2.129 2.916
H -6.171 -2.055 1.254
H -5.328 0.137 3.142
H -6.727 0.135 2.105
H -5.083 1.763 1.333
H -5.222 0.516 0.126
H -4.309 3.405 -0.095
H -4.673 2.214 -1.317
H -2.925 4.673 -1.656
H -4.556 4.493 -2.266
H -2.484 4.032 -3.860
H -3.876 2.963 -3.989
H -1.372 1.960 -3.710
H -2.760 1.159 -2.993
H -0.987 3.184 -1.538
H -0.867 1.463 -1.296
C -4.028 -5.884 3.533
O -2.804 -5.210 3.334
C -2.562 -4.011 3.973
S -3.745 -3.355 4.990
S -1.026 -3.377 3.607
H -4.005 -6.761 2.887
H -4.893 -5.257 3.287
H -4.141 -6.210 4.577
*
```

HOMO-LUMO gap ... 0.218 Eh
E_HOMO ... -0.0715 Ha
E ... -232864.2892 eV
Energy above the lowest of the compared OMol25 structures with the same formula, charge and spin ... 0.0 kcal per mole

***

Question: Which of these has the lowest energy above the lowest of the compared OMol25 structures with the same formula, charge and spin?
Answer: C45H64As2KN4O5PS2

***

Question: Among the records above, which one has the highest E?
Answer: C45H63IrN7O5S2

***

Question: Among the records above, which one has the highest energy above the lowest of the compared OMol25 structures with the same formula, charge and spin?
Answer: C45H63IrN7O5S2

***

Question: Which of these has the lowest E?
Answer: C45H64As2KN4O5PS2